# 1
The following is a DFT calculation (ωB97M-V/def2-TZVPD) of a single C10H23N2OP molecule at a distorted geometry.

```
37
C10H23N2OP, DFT ωB97M-V/def2-TZVPD
P -1.432 -0.359 0.179
O -1.026 -1.321 -1.132
N -0.893 1.166 -0.374
N -0.180 -0.652 1.310
C 0.409 1.311 -4.077
C 1.634 1.705 1.951
C 0.084 1.383 -1.509
C -0.007 -2.138 1.504
C -2.823 -1.070 0.845
C 1.040 0.685 2.890
C -0.785 -2.635 -0.872
C -0.355 0.141 2.552
C 0.349 -2.810 0.179
C -0.552 1.274 -2.879
H 0.331 -3.895 0.361
H 1.192 1.960 -4.193
H -3.220 -0.350 1.514
H 0.902 2.550 1.841
H 1.805 1.370 0.929
H 1.059 1.232 3.829
H -1.002 -2.497 1.750
H 1.027 0.829 -1.524
H -0.313 1.591 -4.889
H -1.226 2.148 -2.938
H 1.327 -2.626 -0.278
H -0.889 -0.325 3.465
H 0.486 2.490 -1.350
H -3.575 -1.281 0.097
H 2.569 1.907 2.428
H 0.774 -2.223 2.423
H 0.694 0.274 -4.275
H -0.569 -3.005 -1.833
H -1.667 -3.161 -0.419
H -1.503 1.863 -0.510
H 1.694 -0.170 2.971
H -1.214 0.473 -3.148
H -1.120 0.963 2.259
```

Lowest unoccupied orbital energy: 0.0352 Ha
Total charge: 0
Structure (SMILES): C=[P@]1(NCCC)OCCCN1CCC
HOMO energy: -7.9 eV
Energy relative to the best compared isomer or geometry (same formula, charge and spin): 2.013 eV



# 2
The following is a DFT calculation (ωB97M-V/def2-TZVPD) of a gas-phase ion, C10H23N4O (charge +1) at a distorted geometry.

```
38
C10H23N4O, DFT ωB97M-V/def2-TZVPD
O 0.216 -1.155 -2.161
N -0.547 0.149 0.670
N 0.966 1.124 -0.970
N -1.712 -2.216 0.563
N -0.788 -1.678 -0.174
C -2.826 -0.271 1.545
C 2.338 1.630 -1.195
C 2.607 0.496 2.097
C -2.961 -1.640 0.791
C 1.695 -0.116 1.102
C -1.883 0.689 0.691
C 0.628 0.754 0.567
C -0.707 -3.259 -1.831
C 0.138 2.204 -1.338
C -0.346 -1.878 -1.392
H -1.701 -3.537 -1.500
H -0.086 -3.871 -1.294
H 3.187 1.317 1.700
H 2.242 -0.428 0.228
H 2.964 0.791 -1.106
H 0.159 2.995 -0.606
H -1.282 -2.641 1.426
H 0.481 2.655 -2.359
H -0.985 1.866 -1.543
H 2.509 2.160 -2.214
H 2.072 0.763 3.001
H 0.560 1.847 0.968
H -3.472 -2.348 1.394
H 1.210 -1.008 1.596
H 0.800 0.259 -1.440
H -3.432 -1.523 -0.265
H -0.492 -3.359 -2.931
H 3.289 -0.285 2.530
H -1.884 1.609 1.359
H 2.433 2.466 -0.509
H -2.520 0.905 -0.203
H -3.790 0.118 1.725
H -2.320 -0.683 2.419
```

Lowest unoccupied orbital energy (alpha / beta): -0.1478 / -0.1479 Ha
Total charge: +1
HOMO energy (alpha / beta): -12.5 / -12.5 eV
Energy relative to the best compared isomer or geometry (same formula, charge and spin): 2.938 eV



# 3
The following is a DFT calculation (ωB97M-V/def2-TZVPD) of 3 unconnected molecules or ions with the total composition C10H23O5P at a distorted geometry.

```
39
C10H23O5P, DFT ωB97M-V/def2-TZVPD
P 2.865 -0.190 1.109
O 2.140 -1.634 -5.138
O 2.086 -0.234 -6.825
O -1.826 -0.193 0.892
O 4.289 -0.688 1.913
O -2.844 -0.562 2.798
C 0.821 1.524 2.141
C -3.671 1.218 1.310
C 2.370 1.348 2.047
C 2.651 0.743 -4.753
C 1.391 -1.574 -2.818
C -3.765 -0.195 3.830
C 2.482 -1.974 -3.789
C 2.292 -0.408 -5.657
C -5.168 -0.676 3.524
C -2.698 0.120 1.653
H 3.133 0.449 -3.823
H 0.664 2.326 2.880
H 2.720 1.196 3.081
H 2.595 -3.057 -3.781
H -5.845 -0.427 4.342
H -4.189 1.642 2.168
H 1.747 1.305 -4.524
H 3.999 -1.388 2.487
H -3.403 -0.688 4.732
H 3.351 1.389 -5.279
H 0.364 1.839 1.199
H 3.456 -1.558 -3.525
H -3.121 2.032 0.841
H 3.369 0.172 -0.178
H -4.406 0.830 0.606
H 1.650 -1.881 -1.803
H -5.560 -0.234 2.608
H 0.447 -2.045 -3.094
H -5.174 -1.757 3.383
H -3.719 0.878 4.023
H 1.219 -0.498 -2.817
H 2.869 2.264 1.698
H 0.419 0.588 2.539
```

Lowest unoccupied orbital energy: 0.0222 Ha
Total charge: 0
Structure (SMILES): CCOC(C)=O.CCOC(C)=O.CCPO
HOMO energy: -8.6 eV
Energy relative to the best compared isomer or geometry (same formula, charge and spin): 3.333 eV



# 4
The following is a DFT calculation (ωB97M-V/def2-TZVPD) of a single C10H23OP molecule at a distorted geometry.

```
35
C10H23OP, DFT ωB97M-V/def2-TZVPD
P -1.007 1.368 -1.469
O 1.004 -1.232 1.152
C -2.780 1.126 1.168
C -1.218 -1.339 -0.624
C 1.728 -0.403 -1.033
C 1.661 1.078 1.033
C 1.699 2.396 0.273
C 1.035 -0.111 0.307
C -0.789 0.057 -0.174
C -1.388 0.498 1.170
C 3.195 -0.824 -0.955
C -2.689 -1.677 -0.399
H 1.186 -1.205 -1.535
H 3.800 -0.105 -0.407
H -2.815 1.946 0.451
H -0.738 1.264 1.592
H -0.624 -2.070 -0.074
H -2.977 1.536 2.157
H 3.297 -1.802 -0.488
H -2.921 -1.718 0.661
H -1.357 -0.361 1.844
H 2.273 2.303 -0.645
H 2.170 3.160 0.888
H 1.647 0.492 -1.651
H -1.004 -1.456 -1.691
H -2.313 0.985 -1.787
H 0.695 2.727 0.019
H -3.343 -0.953 -0.881
H 3.596 -0.894 -1.965
H -0.513 0.619 -2.537
H 1.903 -1.396 1.458
H 2.691 0.782 1.268
H 1.162 1.215 1.994
H -2.899 -2.658 -0.823
H -3.571 0.422 0.934
```

Lowest unoccupied orbital energy: 0.0293 Ha
Total charge: 0
Structure (SMILES): CCC(O)(CC)C(P)(CC)CC
HOMO energy: -9.1 eV
Energy relative to the best compared isomer or geometry (same formula, charge and spin): 0.097 eV



# 5
The following is a DFT calculation (ωB97M-V/def2-TZVPD) of a molecular structure, C10H24CeClI2N2P2S at a distorted geometry.

```
43
C10H24CeClI2N2P2S, DFT ωB97M-V/def2-TZVPD
Ce 0.705 -0.776 0.335
I 5.859 -3.467 -1.150
I 6.083 -4.035 1.498
Cl -1.191 0.022 1.915
S -0.095 0.011 -2.134
P -0.844 -3.116 0.622
P 1.833 1.556 1.450
N -1.435 2.278 -2.531
N -2.584 0.971 -1.224
C -3.391 2.078 -1.514
C -0.309 2.815 -3.293
C 1.207 2.843 0.287
C -2.660 2.899 -2.294
C -2.078 -2.887 -0.731
C 1.405 2.172 3.114
C 3.643 1.563 1.265
C -1.385 1.090 -1.879
C 0.109 -4.607 0.208
C -1.820 -3.477 2.123
H 1.486 2.581 -0.747
H 4.063 0.841 1.985
H 1.775 3.187 3.284
H -0.604 3.759 -3.769
H -2.506 -4.317 1.985
H 0.826 -4.788 1.027
H -2.890 0.195 -0.639
H 0.531 3.006 -2.615
H 0.107 2.897 0.343
H -2.688 -3.795 -0.811
H -1.557 -2.691 -1.685
H -4.406 2.195 -1.177
H -2.727 -2.021 -0.512
H 0.005 2.093 -4.058
H -0.529 -5.482 0.070
H 1.641 3.817 0.557
H 0.310 2.149 3.219
H 4.066 2.555 1.437
H -2.874 3.877 -2.685
H -2.384 -2.574 2.398
H 3.896 1.216 0.248
H -1.116 -3.702 2.939
H 1.836 1.484 3.856
H 0.688 -4.415 -0.712
```

Lowest unoccupied orbital energy (alpha / beta): -0.4640 / -0.4638 Ha
Total charge: +3
HOMO energy (alpha / beta): -15.5 / -15.5 eV



# 6
The following is a DFT calculation (ωB97M-V/def2-TZVPD) of a molecular structure, C10H24Cl2F6NO16S2Zr at a distorted geometry.

```
62
C10H24Cl2F6NO16S2Zr, DFT ωB97M-V/def2-TZVPD
Zr -4.115 -5.348 26.661
Cl -3.823 -8.368 22.346
Cl -1.905 -5.503 31.570
S -8.046 -5.366 29.360
S -7.758 -7.917 28.646
F -7.112 -5.794 31.815
F -8.041 -9.684 30.578
F -6.526 -8.261 30.825
F -8.834 -7.084 31.385
F -9.166 -4.998 31.842
F -6.173 -9.946 29.364
O -2.394 -8.361 22.107
O -9.311 -5.378 28.697
O -7.240 -8.463 27.357
O -6.814 -3.940 24.471
O -4.165 -9.730 22.645
O -4.474 -7.895 21.142
O -2.600 -4.982 32.678
O -9.201 -7.935 28.754
O -0.408 -5.337 26.101
O -2.723 -5.194 30.425
O -3.909 -1.890 27.603
O -3.992 -7.434 23.404
O -1.904 -6.912 31.572
O -2.863 -8.687 27.558
O -7.382 -4.084 29.485
O -0.604 -4.979 31.332
N -6.805 -6.297 28.708
C -7.955 -4.463 23.756
C -1.651 -10.661 28.123
C -2.316 -9.860 27.056
C -8.319 -5.844 31.240
C -8.219 -3.612 22.477
C -3.064 -0.898 28.081
C 1.680 -4.678 27.107
C -7.026 -9.096 29.994
C -3.703 -0.298 29.340
C 0.718 -5.826 26.719
H -1.634 -9.665 26.228
H 0.504 -6.323 27.666
H -9.140 -3.844 21.942
H -7.371 -3.530 21.797
H -4.547 0.366 29.153
H -3.142 -10.389 26.580
H -6.890 -3.011 24.239
H -3.897 -0.998 30.152
H -2.973 -0.006 27.461
H -2.709 -8.833 28.494
H -2.294 -10.869 28.979
H -8.824 -4.417 24.412
H -2.892 0.289 29.772
H 2.542 -5.132 27.597
H -8.344 -2.541 22.634
H -0.842 -10.070 28.551
H 0.015 -5.037 25.293
H -2.103 -1.355 28.317
H -1.269 -11.582 27.683
H 1.228 -3.939 27.768
H 2.023 -4.136 26.226
H 1.151 -6.562 26.042
H -4.591 -1.249 27.389
H -7.714 -5.496 23.509
```

Lowest unoccupied orbital energy: -0.3898 Ha
Total charge: +1
HOMO energy: -12.2 eV
Energy relative to the best compared isomer or geometry (same formula, charge and spin): 22.319 eV



# 7
The following is a DFT calculation (ωB97M-V/def2-TZVPD) of 5 unconnected molecules or ions with the total composition C10H24Cl8F3N2O5P2S at a distorted geometry.

```
55
C10H24Cl8F3N2O5P2S, DFT ωB97M-V/def2-TZVPD
Cl -3.804 -5.819 0.038
Cl -1.076 -4.811 4.241
Cl 3.002 -3.488 -0.390
Cl 0.614 -2.791 2.068
Cl 2.771 5.009 -2.513
Cl -2.333 -3.783 -2.263
Cl 1.857 -0.609 -1.634
Cl 5.381 3.408 -1.044
S -2.281 0.208 1.003
P 1.517 2.214 -0.391
P -0.456 1.367 0.296
F -3.441 0.064 -1.336
F -4.293 1.633 -0.117
F -4.724 -0.460 0.262
O -0.389 3.244 2.277
O -0.140 4.626 3.833
O 1.498 3.906 -0.276
O -1.977 -1.245 0.880
O -2.644 0.465 2.418
N -0.708 4.452 2.808
N 2.683 1.729 0.822
C -0.939 -3.030 4.305
C -1.117 2.981 1.062
C 4.359 4.671 -3.240
C 2.171 -2.083 -2.582
C 1.852 -3.284 -1.734
C -0.894 -2.407 2.933
C 4.928 3.357 -2.765
C -3.732 -3.395 -1.232
C -3.792 0.421 -0.100
C -3.633 -4.044 0.125
H -1.100 3.829 0.363
H 5.833 3.125 -3.325
H 3.202 -2.082 -2.933
H 1.228 4.185 -1.159
H -4.634 -3.700 -1.758
H 4.216 4.643 -4.320
H -0.942 -1.323 3.017
H 4.217 2.543 -2.903
H 1.890 -4.198 -2.326
H -1.109 1.748 -0.968
H 2.506 0.758 1.067
H -1.814 -2.667 4.843
H 3.601 1.756 0.394
H -2.179 2.868 1.351
H -0.089 0.133 -0.324
H -0.052 -2.784 4.884
H 0.853 -3.191 -1.311
H -3.748 -2.312 -1.116
H 0.169 0.944 1.545
H 5.022 5.502 -3.005
H -1.727 -2.732 2.317
H 1.515 -2.056 -3.451
H -4.435 -3.679 0.764
H -2.682 -3.819 0.602
```

Lowest unoccupied orbital energy: 0.0817 Ha
Total charge: -1
HOMO energy: -4.3 eV



# 8
The following is a DFT calculation (ωB97M-V/def2-TZVPD) of a molecular structure, C10H24ClI2OP2W at a distorted geometry.

```
41
C10H24ClI2OP2W, DFT ωB97M-V/def2-TZVPD
W 0.314 -0.049 -0.818
I 2.937 1.139 -0.797
I -0.136 -2.838 -1.289
Cl -1.993 -0.119 -0.249
P -0.951 -0.056 -3.078
P 0.898 -0.555 1.463
O 0.611 2.760 -2.451
C 0.270 1.179 1.455
C 3.293 0.553 2.679
C -0.582 -1.566 3.729
C -2.164 -1.386 -3.413
C 0.685 1.745 -1.825
C -0.823 1.457 2.523
C -0.252 -1.765 2.245
C -2.017 1.406 -3.337
C 2.373 -0.655 2.544
C 0.134 -0.050 -4.539
H 0.791 -0.929 -4.505
H 0.730 0.874 -4.550
H 2.773 1.431 3.077
H 1.108 1.875 1.606
H -2.443 1.334 -4.347
H 2.040 -0.962 3.549
H -0.509 -0.099 -5.431
H -0.170 1.392 0.412
H -1.690 -2.370 -3.279
H 4.119 0.295 3.357
H -0.978 -2.508 4.134
H 0.296 -1.298 4.327
H -1.357 -0.805 3.872
H -1.759 0.935 2.289
H 0.258 -2.729 2.082
H -2.513 -1.298 -4.451
H 3.751 0.845 1.723
H -2.818 1.400 -2.591
H -3.002 -1.309 -2.713
H -1.051 2.534 2.552
H -1.169 -1.812 1.642
H 2.922 -1.509 2.121
H -1.444 2.333 -3.247
H -0.482 1.179 3.530
```

Lowest unoccupied orbital energy (alpha / beta): -0.5012 / -0.5321 Ha
Total charge: +3
Spin multiplicity: 3
<S²>: 2.0153
HOMO energy (alpha / beta): -19.9 / -19.8 eV
Energy relative to the best compared isomer or geometry (same formula, charge and spin): 0.875 eV



# 9
The following is a DFT calculation (ωB97M-V/def2-TZVPD) of a molecular structure, C10H24ClIrN4O4 at a distorted geometry.

```
44
C10H24ClIrN4O4, DFT ωB97M-V/def2-TZVPD
Ir 0.141 0.600 -0.991
Cl 0.805 2.400 -3.175
O 0.887 1.819 -4.425
O -0.511 2.006 -2.512
O 0.998 3.758 -3.039
O 1.688 1.638 -2.201
N -1.205 -1.212 -0.589
N -1.653 1.636 -0.074
N 0.977 0.621 1.274
N 1.957 -0.771 -1.037
C 1.957 -0.471 1.405
C 1.514 -2.075 -1.531
C -2.761 0.675 -0.187
C 0.679 -2.963 -0.630
C -1.419 2.401 1.142
C 0.006 0.579 2.368
C -2.366 -0.729 0.195
C -0.590 -2.400 0.024
C -1.099 1.637 2.410
C 2.787 -0.628 0.160
H -1.991 1.158 2.818
H 2.395 -2.672 -1.803
H -2.119 -0.795 1.253
H -2.305 3.010 1.365
H 2.411 -0.277 -1.808
H 1.002 -1.896 -2.480
H -1.508 -1.427 -1.542
H 0.540 0.669 3.322
H 2.637 -0.275 2.240
H -3.600 0.974 0.451
H -1.316 -3.220 0.028
H 3.441 -1.495 0.287
H 0.416 -3.815 -1.259
H 1.284 -3.393 0.170
H -0.416 -0.426 2.387
H 1.457 1.522 1.235
H -0.847 2.403 3.145
H -1.723 2.295 -0.852
H 3.421 0.249 0.020
H 1.424 -1.392 1.637
H -0.631 3.124 0.916
H -3.110 0.696 -1.221
H -0.419 -2.166 1.075
H -3.233 -1.374 0.025
```

Lowest unoccupied orbital energy (alpha / beta): -0.5037 / -0.5197 Ha
Total charge: +3
Spin multiplicity: 2
<S²>: 0.7546
HOMO energy (alpha / beta): -21.1 / -21.7 eV



# 10
The following is a DFT calculation (ωB97M-V/def2-TZVPD) of a molecular structure, C10H24F3O10SV at a distorted geometry.

```
49
C10H24F3O10SV, DFT ωB97M-V/def2-TZVPD
V -23.976 19.751 2.070
S -21.402 19.056 4.349
F -22.747 18.033 6.561
F -20.638 18.355 6.915
F -21.910 20.110 6.818
O -25.074 18.086 3.064
O -25.553 19.245 0.504
O -22.442 23.033 0.783
O -25.559 20.914 3.508
O -22.578 18.460 0.854
O -22.718 19.064 3.790
O -22.821 21.527 2.221
O -20.647 20.324 4.191
O -20.627 17.912 3.910
O -23.811 21.312 0.514
C -23.007 22.011 1.127
C -26.167 18.351 -0.474
C -25.092 17.894 -1.510
C -21.830 18.744 -0.359
C -27.298 22.306 2.468
C -24.465 16.101 4.072
C -26.917 20.974 3.118
C -21.684 18.870 6.291
C -25.019 16.697 2.805
C -20.559 19.488 -0.049
H -20.791 20.367 0.554
H -25.087 16.143 4.966
H -23.443 16.414 4.287
H -25.782 18.259 3.688
H -19.873 18.912 0.571
H -25.375 20.068 0.043
H -24.234 17.412 -1.041
H -20.078 19.736 -0.995
H -26.984 18.848 -0.998
H -25.541 21.291 4.391
H -26.737 22.372 1.535
H -28.348 22.268 2.178
H -22.111 17.768 1.327
H -22.511 19.300 -1.002
H -24.328 16.528 1.979
H -21.683 17.813 -0.905
H -27.186 20.133 2.478
H -26.587 17.490 0.046
H -27.485 20.782 4.028
H -24.763 18.739 -2.115
H -26.033 16.357 2.599
H -24.381 15.019 3.964
H -25.527 17.215 -2.243
H -27.126 23.114 3.178
```

Lowest unoccupied orbital energy (alpha / beta): -0.0039 / -0.0989 Ha
Total charge: 0
Spin multiplicity: 5
<S²>: 6.0091
HOMO energy (alpha / beta): -7.7 / -9.2 eV



# 11
The following is a DFT calculation (ωB97M-V/def2-TZVPD) of a single C10H24N2O3 molecule.

```
39
C10H24N2O3, DFT ωB97M-V/def2-TZVPD
O 1.355 1.268 -0.703
O -0.652 2.478 1.055
O 3.844 0.196 -0.665
N 1.436 -1.284 0.858
N -2.665 0.794 0.482
C -3.141 -0.544 0.778
C 2.194 1.622 0.388
C 2.688 -0.726 1.308
C -0.882 2.231 -0.310
C 0.268 -2.909 -0.531
C 3.249 0.519 0.569
C 1.443 -1.939 -0.437
C 0.446 2.267 -1.084
C -1.588 0.878 -0.488
C -3.820 -1.266 -0.389
H -3.442 1.381 0.188
H 0.900 3.259 -0.966
H -1.526 3.030 -0.721
H 1.391 -1.229 -1.278
H 2.379 -2.497 -0.522
H 0.230 2.097 -2.144
H 0.304 -3.613 0.295
H -1.910 0.772 -1.534
H -3.123 -1.413 -1.211
H 1.612 1.753 1.306
H 2.696 2.572 0.155
H -4.668 -0.689 -0.751
H -3.847 -0.454 1.609
H 3.448 -1.510 1.251
H -0.677 -2.374 -0.484
H 4.060 0.921 1.189
H -2.284 -1.128 1.126
H -0.874 0.082 -0.267
H 0.308 -3.459 -1.468
H 3.131 0.138 -1.314
H 2.557 -0.450 2.360
H 0.715 -0.571 0.887
H -1.376 2.038 1.530
H -4.178 -2.240 -0.065
```

Lowest unoccupied orbital energy: 0.0288 Ha
Total charge: 0
Structure (SMILES): CCNC[C@@H](O)COC[C@H](O)CNCC
HOMO energy: -8.3 eV
Energy relative to the best compared isomer or geometry (same formula, charge and spin): 0.034 eV



> Which of these has the lowest total charge?

C10H24Cl8F3N2O5P2S